w | Density functional theory data (ωB97M-V with the def2-TZVPD basis set) for a single C5H7NO2S2 molecule.

Each line ends with the natural charge from an NBO analysis.
Atoms and positions in Å:
1 S -1.177 1.868 0.366  0.438
2 N 1.248 -1.349 1.113  -0.875
3 H 1.842 -0.480 -1.713  0.494
4 C -2.409 0.036 -0.895  -0.240
5 C 0.789 -0.009 1.044  -0.149
6 H 1.146 -1.725 2.133  0.384
7 C -2.637 1.342 -0.459  -0.403
8 S 2.212 0.918 -0.172  1.399
9 H 0.958 0.690 1.982  0.196
10 H -3.064 -0.691 -1.372  0.223
11 H 2.238 -1.376 0.823  0.403
12 H -3.442 1.965 -0.747  0.239
13 O 1.651 0.516 -1.643  -0.863
14 C -1.258 -0.564 -0.352  -0.253
15 H -1.029 -1.547 -0.629  0.229
16 C -0.484 0.307 0.346  -0.270
17 O 3.417 0.099 0.173  -0.951

Values from the calculation:
charge	0
HOMO level	-8.45	eV
gap between HOMO and LUMO	9.016	eV

---

x | Density functional theory data (ωB97M-V with the def2-TZVPD basis set) for 2 unconnected molecules or ions with the total composition C5H7NO2S2.

Each line ends with the natural charge from an NBO analysis.
Atoms and positions in Å:
1 O 1.433 -2.216 0.361  -0.624
2 H -2.203 1.143 -0.682  0.158
3 H -2.154 -1.009 1.568  0.222
4 H 0.449 -2.243 0.383  0.504
5 N 0.366 -0.162 -0.054  -0.574
6 H 3.562 -0.487 0.208  0.230
7 H 0.133 2.622 -1.169  0.496
8 S -1.533 -1.680 -0.596  0.045
9 H -3.534 -1.418 0.699  0.226
10 C -2.688 -0.865 0.550  -0.688
11 C 0.713 1.117 -0.280  0.540
12 S -3.248 0.854 0.178  -0.062
13 C 2.657 -0.045 -0.024  -0.269
14 H 2.652 2.077 -0.368  0.212
15 O -0.231 1.981 -0.599  -0.624
16 C 1.484 -0.903 0.035  0.535
17 C 2.143 1.236 -0.208  -0.326

Values from the calculation:
charge	0
HOMO level (alpha / beta)	-8.33 / -8.27	eV
gap between HOMO and LUMO (alpha / beta)	7.438 / 6.779	eV

---

Ranked by calculated energy, most stable first: w, x.